1.
116
Properties=species:S:1:pos:R:3 method="wB97M-V/def2-TZVPD" e_tot_ha=-8055.49731 charge=-1 largest_force_ha_per_bohr=0.011 e_above_lowest_kj_mol=25.2
C 4.713 2.722 -3.073
O 1.751 0.370 3.401
C 1.770 -1.616 -5.322
C -3.448 1.018 1.118
H 2.532 2.808 0.339
C -1.673 -3.592 3.762
C 6.024 3.180 -3.071
C -4.525 1.727 0.583
H -3.273 -3.297 2.374
C 1.534 3.611 2.835
C -3.997 -1.571 0.288
C 1.147 -1.044 -3.089
C -2.129 2.033 -3.044
C -0.052 -3.956 1.546
H -5.171 3.834 3.157
Cl 1.773 0.092 6.365
C -2.281 1.586 -1.740
C -0.319 -3.859 3.930
H -2.163 0.787 2.817
C -5.141 2.735 1.311
C 0.820 0.004 -2.023
C -2.583 0.250 -1.470
H -4.234 -1.611 1.354
Ca 1.120 -0.287 1.129
C 1.513 -0.645 -4.368
H 0.104 -3.912 4.926
F 4.152 -1.746 2.388
C -0.996 6.642 0.517
H 1.839 -3.752 -5.681
H -1.013 7.255 -1.540
C 4.154 2.197 1.602
C 1.655 -2.953 -4.977
C -3.739 -3.002 -0.232
C 0.647 -0.057 3.816
C -2.259 1.152 -4.107
C -0.806 6.447 -0.848
C -0.103 4.175 -0.448
H -1.879 3.073 -3.226
H 4.065 2.925 -3.917
F 4.172 -2.557 0.238
C 5.057 1.743 -0.925
C -2.215 -3.510 2.485
C 1.282 -3.229 -3.669
H -4.870 1.499 -0.419
H 5.130 2.563 1.929
C 3.293 3.283 0.961
Br 1.078 -5.058 -3.153
H -4.312 -3.728 0.351
C -2.696 -0.630 -2.547
H -3.270 2.580 4.130
H -3.322 -6.999 -3.569
C -2.733 -5.535 -2.122
C -2.068 -6.366 0.023
H -1.353 7.594 0.887
H 1.864 2.717 3.373
S 0.020 3.020 2.018
H 3.916 3.885 0.297
H 1.182 4.335 3.575
H -2.307 -3.436 4.627
H 0.598 -4.068 0.684
S 4.430 0.797 0.467
H 7.884 3.253 -1.995
C 6.858 2.907 -1.992
P -2.576 -0.358 0.256
C -2.536 -0.184 -3.852
H -5.971 3.283 0.881
C 0.492 -4.045 2.818
H -2.122 1.497 -5.124
H -0.233 5.062 -2.389
C -0.283 4.392 0.910
C 4.216 1.997 -1.996
C -1.409 -3.687 1.363
H -2.109 -8.496 0.256
H 6.403 3.743 -3.915
C -2.287 -5.280 -0.823
C 0.350 -0.124 5.317
H -2.930 -8.915 -2.044
N 1.032 -2.332 -2.752
C -2.978 -6.828 -2.556
H -2.872 -4.708 -2.812
O 1.061 1.189 -2.311
H 3.667 1.709 2.454
H 2.217 5.082 1.429
O 3.041 0.433 0.048
B 3.590 -2.674 1.497
H 3.189 1.635 -1.986
F 3.655 -3.974 1.992
F 2.165 -2.327 1.377
H 1.554 -4.227 2.927
O 0.405 1.924 1.082
H -2.142 2.281 -0.921
O -0.312 -0.408 3.076
O 0.311 -0.447 -0.960
H 1.581 0.413 -4.577
C -3.627 2.341 3.135
H -4.112 -3.097 -1.255
C -0.742 5.605 1.403
H -2.865 -1.684 -2.370
H -4.875 -1.144 -0.204
P -1.960 -3.523 -0.372
H 2.052 -1.338 -6.330
H -2.611 -0.890 -4.671
C -2.756 -7.902 -1.703
H -0.110 -1.080 5.543
H -0.355 0.669 5.556
C -3.006 1.334 2.403
C 6.376 2.176 -0.916
C 2.627 4.225 1.967
H -1.709 -6.199 1.032
H 3.385 4.630 2.647
H 0.216 3.198 -0.809
C -0.367 5.219 -1.326
C -2.296 -7.666 -0.415
H 7.024 1.938 -0.077
C -4.691 3.045 2.591
H -0.910 5.737 2.467

=====

2.
114
Properties=species:S:1:pos:R:3 method="wB97M-V/def2-TZVPD" e_tot_ha=-5600.66721 charge=+2 largest_force_ha_per_bohr=0.027 e_above_lowest_kj_mol=58.6
C 0.204 4.233 7.102
C 3.164 0.474 1.819
N -3.506 -1.082 1.637
H -0.268 1.326 4.644
C -0.193 2.236 -3.090
C -4.889 -1.421 1.979
C 1.075 -6.491 -1.660
N 3.518 -6.211 -1.955
H 3.353 -4.749 1.314
H -2.210 -0.783 -3.995
C 1.173 -1.392 -3.157
N 0.225 1.725 1.340
C 0.145 2.763 -4.330
H -4.916 0.848 0.033
H 2.986 -6.672 -4.444
H -4.667 3.410 -3.402
C 3.522 0.421 0.363
C 1.439 -2.111 0.354
C 2.087 -6.634 -3.840
C -0.015 1.808 3.710
C 0.426 3.844 5.010
C -0.041 4.164 8.478
C -4.266 0.067 -0.367
C -2.622 2.759 -3.359
H 0.876 3.432 0.391
H -2.054 -3.715 -3.137
N 0.722 1.610 -2.333
H 2.165 -2.296 -4.842
C -3.803 3.197 -2.784
N 3.802 -5.371 -1.078
H 2.010 -2.881 2.245
C 2.479 -3.257 -1.592
H -5.248 -2.285 1.416
H -1.959 3.783 1.199
H -0.587 3.312 -4.905
C 0.891 6.583 7.281
C -0.083 1.135 2.515
N -1.625 2.553 -1.193
C -2.752 3.026 -0.634
C 4.786 -0.025 -0.026
C 2.901 -4.026 0.646
H -2.317 -1.042 3.389
C 0.741 3.731 2.512
Br -2.020 -6.691 -4.395
O -1.834 -0.564 -3.090
N 2.628 0.839 -0.549
H 1.723 3.004 -5.761
C 2.722 -3.197 -2.981
H 1.177 -6.446 -0.582
H -2.126 -2.862 -5.246
C -1.989 -1.705 -2.428
C -0.289 -6.704 -3.613
C 2.369 1.961 -4.005
H 1.112 5.798 4.488
C 3.038 -4.230 -0.710
N 0.797 5.153 5.190
H -2.545 2.618 -4.430
C -2.651 -2.813 -3.253
H 0.619 -0.672 -3.748
H 4.447 0.417 -3.345
C 2.209 -6.416 -2.471
H 0.006 5.279 10.290
H 3.388 1.861 -4.346
C -2.457 -1.641 2.486
H 0.804 7.358 9.260
C 0.643 6.492 8.632
C -3.185 -0.286 0.617
C 1.436 2.601 -4.798
N 0.067 3.271 6.129
C 0.184 5.298 9.222
C 2.122 -2.990 1.172
H -3.715 -2.606 -5.019
C 5.119 -0.049 -1.363
C 1.989 1.480 -2.761
H -1.058 -6.706 -1.607
N 1.044 -1.323 -1.848
H -0.391 3.243 8.928
C -1.545 2.494 -2.527
C 0.664 5.432 6.528
H -1.523 -1.688 1.931
C 2.032 -2.311 -3.767
C 0.397 3.147 3.732
H -4.931 -1.658 3.038
H -3.725 3.693 1.157
H 1.085 4.755 2.454
O -1.633 -1.836 -1.281
H 3.063 1.516 2.132
H 0.735 -6.880 -5.491
C -3.847 3.383 -1.415
H 1.246 7.503 6.830
C 2.979 0.874 -1.839
H -5.557 -0.583 1.801
H 2.219 -0.033 1.993
H -2.753 2.218 1.343
H -2.744 -2.649 2.778
C 0.634 2.995 1.353
C -0.176 -6.643 -2.232
C -2.806 3.193 0.857
H -4.880 -0.802 -0.602
H -0.377 0.101 2.465
O -2.023 0.146 0.489
O 0.652 -1.173 0.831
H 6.086 -0.414 -1.688
H -3.621 -3.013 -2.802
N -2.798 -2.391 -4.650
H 3.458 -3.847 -3.430
C 1.646 -2.240 -1.058
C 4.203 0.419 -2.292
In 0.062 0.399 -0.471
H -3.799 0.445 -1.274
H 5.491 -0.353 0.726
H -4.737 3.779 -0.943
C 0.833 -6.749 -4.421
H 3.937 0.004 2.423